4 unconnected molecules or ions with the total composition C4H14O4 in a non-equilibrium geometry, computed with ωB97M-V/def2-TZVPD.

* total charge: +1
* molar mass: 126.15 Da
* multiplicity: 2
* frontier orbital gap (alpha / beta): 10.6 / 5.7 eV
* DFT total energy: -461.3632 hartree
* energy relative to the best compared isomer or geometry (same formula, charge and spin): 32.4 kcal per mole

Each line ends with the Löwdin spin population.
Element x y z (Å)
O -2.1302 0.0754 -1.3567  0.179
O 2.2720 0.1676 0.4981  0.019
O 1.3482 -1.4872 2.7478  0.000
O 1.8718 -1.0296 -1.7948  0.000
C -0.0979 2.0814 -0.6030  0.053
C -0.6574 0.9613 0.2140  0.378
C -1.5232 0.0697 -0.0872  0.253
C -2.1485 -0.9303 0.7830  0.042
H -3.1349 -0.3881 0.8783  0.021
H 1.6983 -0.6908 2.4253  0.000
H 1.1121 -0.9202 -2.2296  0.000
H 0.9743 2.1147 -0.5681  0.012
H 2.0417 -0.2499 -0.3683  -0.001
H -0.3051 2.1195 -1.7019  0.000
H 2.6428 -0.9246 -2.3255  0.000
H -1.3774 -1.3196 1.4414  0.000
H -0.1916 0.8117 1.1880  0.007
H -2.4919 -0.7754 -1.4283  0.003
H 2.1779 1.1015 0.3013  0.000
H 1.0633 -1.8460 1.8969  0.000
H -0.4711 2.9043 -0.1166  0.022
H -2.6734 -1.8456 0.2061  0.012

2 unconnected molecules or ions with the total composition C4H15N2O in a non-equilibrium geometry, computed with ωB97M-V/def2-TZVPD.

* total charge: +1
* molar mass: 107.18 Da
* frontier orbital gap: 11.2 eV
* DFT total energy: -345.9109 hartree
* energy relative to the best compared isomer or geometry (same formula, charge and spin): 21.9 kcal per mole

Each line ends with the natural charge from an NBO analysis.
Element x y z (Å)
O -0.4282 2.2056 2.7547  -0.963
N 0.3829 -2.8884 0.1138  -0.877
N -0.6648 -0.2353 -0.0003  -0.501
C -0.9883 0.4037 -1.3127  -0.224
C 0.7310 -0.5274 0.3123  -0.253
C 1.3231 -1.8128 -0.1660  -0.243
C -0.5209 1.8694 -1.3678  -0.641
H -1.3660 2.4930 -1.6202  0.246
H 2.2696 -1.8643 0.3757  0.224
H 0.2868 2.0109 -2.0805  0.241
H -1.0280 2.7498 3.2935  0.490
H -0.5557 -0.1805 -2.1070  0.226
H -1.1710 -1.1239 0.1282  0.459
H 0.7068 -3.5377 0.8235  0.390
H -0.9686 0.4046 0.7237  0.449
H -0.1539 2.2239 -0.4034  0.216
H 0.1908 2.8588 2.3954  0.476
H -2.0704 0.3843 -1.4127  0.230
H 0.8465 -0.4403 1.3826  0.234
H 1.5375 -1.7721 -1.2152  0.204
H 0.2088 -3.4944 -0.6820  0.384
H 1.4321 0.2730 0.0644  0.233

2 unconnected molecules or ions with the total composition C4H15N2O in a non-equilibrium geometry, computed with ωB97M-V/def2-TZVPD.

* total charge: +1
* molar mass: 107.18 Da
* frontier orbital gap: 11.0 eV
* DFT total energy: -345.9146 hartree
* energy relative to the best compared isomer or geometry (same formula, charge and spin): 19.5 kcal per mole

Each line ends with the natural charge from an NBO analysis.
Element x y z (Å)
O 2.6857 1.5941 -1.7982  -0.977
N 0.2117 -1.5468 0.0569  -0.864
N 0.1508 0.3655 -1.6133  -0.746
C -0.6760 1.1144 -0.6460  -0.242
C -0.8984 -1.2493 2.3407  -0.638
C -1.3588 0.2747 0.4772  -0.418
C -0.2810 -0.6615 1.0990  -0.052
H -2.2144 -0.3035 0.1676  0.219
H 3.5783 1.2902 -1.5798  0.506
H -0.5334 -2.1210 -0.2932  0.381
H -1.5570 -2.1369 2.2650  0.233
H 1.0375 -2.1992 0.3997  0.410
H 2.7814 2.3042 -2.4594  0.499
H 0.4374 -0.5788 -1.1898  0.459
H 1.0053 0.8671 -1.9091  0.465
H -1.6005 1.0542 1.2556  0.246
H -1.3575 -0.3415 2.8894  0.227
H -1.4647 1.6007 -1.2039  0.222
H -0.3663 0.2133 -2.5129  0.420
H -0.0651 1.9369 -0.1493  0.230
H 0.5723 0.0475 1.4187  0.195
H -0.0872 -1.5245 2.9851  0.224

2 unconnected molecules or ions with the total composition C4H15N2O2 in a non-equilibrium geometry, computed with ωB97M-V/def2-TZVPD.

* total charge: +1
* molar mass: 123.18 Da
* frontier orbital gap: 10.8 eV
* DFT total energy: -421.1610 hartree
* energy relative to the best compared isomer or geometry (same formula, charge and spin): 20.4 kcal per mole

Each line ends with the natural charge from an NBO analysis.
Element x y z (Å)
O 0.3063 -1.4494 -0.2814  -0.792
O 0.8767 -2.4420 -2.7684  -0.958
N 0.7480 -0.0084 1.6907  -0.671
N 0.7148 2.8796 0.9308  -0.855
C -0.1592 0.6615 0.6991  -0.066
C 0.5917 1.7479 0.0092  -0.254
C -0.6923 -0.4577 -0.2456  0.092
C -1.9790 -1.0704 0.3038  -0.633
H -2.1262 -1.9991 -0.2399  0.237
H -1.8108 -1.3504 1.3406  0.200
H 0.2267 3.6975 0.6350  0.383
H 0.1011 2.0007 -0.9274  0.218
H 1.6620 3.2472 0.9711  0.374
H 0.5463 0.2892 2.6385  0.444
H 0.5147 -1.7838 -1.1728  0.535
H 0.7178 -1.9171 -3.5658  0.495
H -1.0387 1.0353 1.2094  0.232
H -2.8412 -0.4783 0.1563  0.229
H 0.6889 -1.0087 1.5671  0.466
H 1.7009 0.2431 1.5032  0.434
H 0.5313 -3.3271 -2.9531  0.499
H 1.5796 1.4181 -0.3135  0.203
H -0.8593 0.0721 -1.1871  0.189

3 unconnected molecules or ions with the total composition C4H15N2O2 in a non-equilibrium geometry, computed with ωB97M-V/def2-TZVPD.

* total charge: +1
* molar mass: 123.18 Da
* frontier orbital gap: 10.9 eV
* DFT total energy: -421.1545 hartree
* energy relative to the best compared isomer or geometry (same formula, charge and spin): 24.4 kcal per mole

Each line ends with the natural charge from an NBO analysis.
Element x y z (Å)
O -1.0248 -2.2033 -1.3247  -1.012
O 0.8587 2.6920 2.4648  -0.952
N -1.3444 -0.7475 0.8022  -0.735
N 1.3176 -0.8714 -1.6875  -0.861
C 0.7533 0.5335 0.2962  -0.494
C 1.5438 -0.6654 -0.2502  -0.218
C -0.7054 0.4057 0.0886  0.168
C -1.5197 1.1167 -0.6735  -0.372
H -1.3833 -1.5877 0.1615  0.487
H 0.9553 2.8021 3.4197  0.482
H 1.1204 1.4349 -0.1919  0.246
H -2.5097 0.8029 -0.9666  0.230
H 0.1395 3.3115 2.2761  0.476
H 1.8994 -1.6560 -1.9751  0.383
H -0.2879 -1.7232 -1.7709  0.517
H -2.2795 -0.4626 1.0776  0.437
H -1.0319 1.9455 -1.1705  0.235
H -0.8622 -1.0145 1.6650  0.431
H -1.1626 -3.0336 -1.8042  0.505
H 2.5950 -0.4590 -0.0237  0.208
H 1.3002 -1.5845 0.2857  0.189
H 1.6572 -0.0831 -2.2192  0.381
H 1.0127 0.6971 1.3389  0.268

2 unconnected molecules or ions with the total composition C4H15N2OS in a non-equilibrium geometry, computed with ωB97M-V/def2-TZVPD.

* total charge: +2
* molar mass: 139.24 Da
* multiplicity: 2
* frontier orbital gap (alpha / beta): 10.5 / 5.4 eV
* DFT total energy: -743.6399 hartree
* energy relative to the best compared isomer or geometry (same formula, charge and spin): 9.0 kcal per mole

Each line ends with the Löwdin spin population.
Element x y z (Å)
S 1.1288 3.1934 0.6106  0.823
O 0.4148 -1.9435 2.9661  0.000
N -1.4000 -1.7684 -1.2429  0.000
N 0.3010 -0.1550 0.0229  0.004
C -1.8123 -0.3318 -1.2147  0.002
C 1.4003 0.6185 -0.6567  0.007
C -1.0489 0.4518 -0.1576  0.010
C 2.1323 1.6447 0.2228  0.081
H 0.4803 -0.2726 1.0165  0.000
H 2.4757 1.2488 1.1716  0.007
H -1.7526 0.1239 -2.1872  0.000
H -2.1215 -2.2950 -0.7387  0.000
H -2.9260 -0.2665 -1.0269  0.000
H -0.4557 -1.8691 -0.8265  0.000
H -1.5355 0.3305 0.8153  0.000
H -1.3384 -2.1699 -2.1800  0.000
H -1.0447 1.5262 -0.4089  0.006
H 0.3963 -1.4195 3.7732  0.000
H 2.1510 -0.0931 -0.9848  -0.001
H 3.0479 2.0285 -0.2650  0.032
H 0.8974 1.1013 -1.4972  0.000
H 0.2806 3.1748 -0.4586  0.026
H 0.3290 -2.8580 3.2467  0.000

2 unconnected molecules or ions with the total composition C4H15N2S2, computed with ωB97M-V/def2-TZVPD.

* total charge: 0
* molar mass: 155.31 Da
* multiplicity: 2
* frontier orbital gap (alpha / beta): 3.9 / 9.9 eV
* DFT total energy: -1067.1503 hartree
* energy relative to the best compared isomer or geometry (same formula, charge and spin): 8.0 kcal per mole

Each line ends with the Löwdin spin population.
Element x y z (Å)
S -0.3159 1.4083 1.8661  0.097
S -1.2204 -0.1050 -3.6272  0.044
N -2.0598 -1.1336 0.2459  0.198
N 3.2771 -0.2717 1.0242  0.001
C 2.2230 0.3800 1.8149  0.009
C -1.6542 0.1417 -1.8581  0.031
C -1.6224 -1.2087 -1.1818  0.111
C 1.1211 0.8586 0.8781  0.021
H 0.8357 0.0187 0.2459  0.010
H -1.9520 -2.0789 0.7229  0.176
H -2.6500 0.5759 -1.8233  0.023
H -0.4470 0.9773 -3.7610  0.001
H 3.9665 0.4242 0.7586  0.000
H -0.9428 0.8282 -1.4105  0.004
H 1.8042 -0.3607 2.4981  0.007
H 1.4683 1.6704 0.2445  0.001
H 3.7769 -0.9104 1.6338  0.000
H -1.5181 -0.4363 0.7907  0.039
H 2.5943 1.2142 2.4152  0.001
H -0.6122 -1.6145 -1.1933  0.025
H -3.0822 -0.8739 0.3202  0.155
H -0.7078 2.4167 1.0748  0.003
H -2.2820 -1.9205 -1.6787  0.042

2 unconnected molecules or ions with the total composition C4H15N3O in a non-equilibrium geometry, computed with ωB97M-V/def2-TZVPD.

* total charge: 0
* molar mass: 121.18 Da
* frontier orbital gap: 9.6 eV
* DFT total energy: -400.8397 hartree
* SMILES: NCCNCCN.O
* energy relative to the best compared isomer or geometry (same formula, charge and spin): 49.2 kcal per mole

Each line ends with the natural charge from an NBO analysis.
Element x y z (Å)
O -2.4594 0.5519 0.2882  -0.942
N -1.0511 -2.3828 0.8353  -0.875
N -0.5046 2.6033 -1.2062  -0.842
N 0.8734 -0.1187 -0.2937  -0.638
C 0.2923 -2.3387 0.2436  -0.227
C 0.8889 2.0672 -1.3129  -0.223
C 0.9102 -1.0369 0.7882  -0.230
C 1.3217 1.2616 -0.0516  -0.229
H 0.9562 1.8760 0.9124  0.162
H 1.6704 2.9338 -1.4268  0.188
H -1.1605 1.8679 -1.0156  0.369
H 2.4525 1.1702 0.0435  0.187
H 1.9826 -1.1377 1.1326  0.176
H -1.3289 -3.2204 1.3285  0.368
H -1.8275 0.1506 0.8859  0.479
H 0.4550 -0.8859 1.8095  0.173
H -0.0653 -0.1727 -0.7592  0.354
H -0.5934 3.2820 -0.5371  0.348
H 0.9224 1.4335 -2.1447  0.194
H -3.2032 0.1015 0.5364  0.464
H 0.8726 -3.2823 0.7342  0.185
H 0.2963 -2.3624 -0.8497  0.203
H -1.7004 -2.3611 0.0591  0.354